252
Properties=species:S:1:pos:R:3 method="wB97M-V/def2-TZVPD" e_lumo_ev=0.5 homo_lumo_gap_ev=8.82
C 4.243 5.750 1.723
O 3.904 4.783 0.697
C 2.816 3.968 1.172
C 2.786 2.716 0.310
N 4.092 2.038 0.319
C 4.061 0.836 -0.530
C 5.446 0.155 -0.680
O 5.412 -0.903 -1.624
C 6.690 -1.445 -1.678
H 4.591 5.237 2.605
H 3.332 6.353 2.003
H 4.995 6.445 1.300
H 1.888 4.545 0.999
H 3.067 3.707 2.189
H 2.469 3.040 -0.700
H 2.045 1.978 0.641
H 4.813 2.720 0.108
H 3.781 1.047 -1.548
H 3.349 0.134 -0.049
H 5.828 -0.208 0.357
H 6.123 0.964 -1.064
H 7.450 -0.695 -1.918
H 6.655 -2.175 -2.491
H 6.934 -1.999 -0.837
C -1.738 5.915 3.654
O -2.783 6.276 2.799
C -3.023 7.623 2.568
C -3.925 7.848 1.406
N -3.329 7.495 0.134
C -4.193 7.550 -1.044
C -5.492 6.775 -0.823
O -6.193 6.609 -2.022
C -7.425 6.001 -1.775
H -0.784 6.002 3.113
H -1.864 4.844 3.836
H -1.788 6.414 4.606
H -1.999 8.025 2.489
H -3.470 8.159 3.448
H -4.274 8.850 1.384
H -4.818 7.299 1.514
H -3.085 6.520 0.315
H -3.711 7.110 -1.947
H -4.469 8.588 -1.263
H -6.082 7.493 -0.167
H -5.282 5.832 -0.362
H -8.011 6.539 -1.009
H -7.318 4.990 -1.408
H -8.019 6.039 -2.688
C 4.691 0.728 5.039
O 3.585 -0.008 4.491
C 3.814 -0.275 3.104
C 3.054 -1.494 2.663
N 1.662 -1.378 2.988
C 0.881 -2.625 2.679
C -0.569 -2.506 3.136
O -0.539 -2.461 4.617
C -1.835 -2.275 5.141
H 4.399 0.935 6.122
H 4.739 1.617 4.436
H 5.554 0.153 5.015
H 4.851 -0.300 2.763
H 3.342 0.511 2.465
H 3.467 -2.445 3.036
H 3.132 -1.533 1.570
H 1.663 -1.333 3.981
H 1.437 -3.446 3.119
H 0.908 -2.872 1.584
H -0.981 -3.442 2.908
H -1.084 -1.685 2.645
H -1.863 -2.241 6.187
H -2.494 -3.128 4.917
H -2.291 -1.332 4.801
C -2.059 5.684 8.090
O -2.213 4.385 7.475
C -1.776 3.225 8.341
C -1.239 2.124 7.332
N -0.093 2.675 6.700
C 0.707 1.702 5.969
C -0.035 1.126 4.826
O -0.374 2.121 3.812
C 0.747 2.740 3.266
H -2.593 5.749 9.073
H -2.513 6.376 7.421
H -1.031 5.843 8.305
H -2.685 2.902 8.870
H -1.019 3.620 9.034
H -2.072 1.790 6.718
H -1.079 1.291 7.988
H -0.318 3.515 6.233
H 0.962 0.853 6.597
H 1.630 2.119 5.675
H -0.952 0.668 5.109
H 0.602 0.337 4.358
H 1.603 2.063 3.152
H 1.042 3.637 3.870
H 0.384 3.109 2.298
C -2.808 -4.351 0.209
O -1.757 -3.518 0.664
C -1.681 -2.214 0.070
C -1.736 -2.245 -1.506
N -0.515 -2.878 -1.958
C -0.320 -2.926 -3.397
C -1.373 -3.613 -4.226
O -1.612 -4.887 -3.675
C -2.701 -5.544 -4.277
H -3.685 -3.731 0.021
H -3.028 -5.080 1.008
H -2.595 -4.903 -0.716
H -0.747 -1.822 0.338
H -2.507 -1.653 0.484
H -1.806 -1.220 -1.912
H -2.599 -2.750 -1.914
H -0.406 -3.730 -1.466
H 0.627 -3.495 -3.574
H -0.193 -1.897 -3.729
H -1.065 -3.582 -5.333
H -2.326 -3.087 -4.182
H -3.653 -4.967 -4.262
H -2.833 -6.470 -3.778
H -2.463 -5.748 -5.297
C 8.847 -7.388 -1.158
O 7.595 -8.052 -0.943
C 6.489 -7.289 -1.325
C 5.286 -8.245 -1.305
N 4.068 -7.520 -1.649
C 2.847 -8.268 -1.697
C 1.625 -7.329 -1.564
O 1.625 -6.770 -0.271
C 0.749 -5.688 -0.103
H 8.974 -6.666 -0.369
H 8.906 -6.976 -2.181
H 9.630 -8.150 -0.946
H 6.501 -6.904 -2.369
H 6.450 -6.408 -0.727
H 5.281 -8.752 -0.308
H 5.402 -9.022 -2.086
H 3.969 -6.801 -0.931
H 2.633 -9.050 -0.899
H 2.807 -8.761 -2.672
H 0.674 -7.883 -1.742
H 1.655 -6.584 -2.409
H 0.552 -5.504 0.989
H -0.190 -5.913 -0.612
H 1.197 -4.785 -0.573
C -5.152 1.930 1.980
O -4.283 1.786 0.816
C -4.837 2.536 -0.298
C -3.677 2.868 -1.190
N -2.918 4.070 -0.747
C -1.682 4.164 -1.598
C -0.880 5.435 -1.377
O -0.504 5.608 0.000
C 0.236 6.777 0.266
H -6.195 1.834 1.668
H -4.922 2.790 2.619
H -4.871 1.036 2.494
H -5.316 3.463 0.058
H -5.595 1.945 -0.818
H -4.033 3.022 -2.217
H -3.007 1.968 -1.239
H -2.659 4.013 0.234
H -1.987 4.134 -2.625
H -1.109 3.303 -1.432
H -1.548 6.280 -1.635
H -0.045 5.532 -2.051
H 0.441 6.851 1.343
H -0.397 7.616 0.064
H 1.194 6.813 -0.153
C -4.615 -1.457 -4.589
O -5.363 -2.507 -3.984
C -6.658 -2.661 -4.457
C -7.221 -3.956 -3.897
N -6.953 -4.215 -2.446
C -7.609 -3.259 -1.588
C -6.856 -2.940 -0.344
O -5.654 -2.181 -0.574
C -5.834 -0.960 -1.154
H -5.137 -0.507 -4.592
H -4.346 -1.766 -5.619
H -3.694 -1.259 -4.062
H -6.649 -2.761 -5.532
H -7.251 -1.753 -4.237
H -6.785 -4.760 -4.510
H -8.286 -4.035 -4.066
H -5.974 -4.017 -2.323
H -8.539 -3.809 -1.291
H -7.936 -2.324 -1.988
H -6.481 -3.745 0.284
H -7.586 -2.444 0.362
H -6.694 -0.378 -0.770
H -5.908 -0.991 -2.237
H -4.870 -0.489 -0.917
C 0.336 1.208 -2.571
O 0.243 2.215 -3.576
C 1.537 2.817 -3.932
C 1.364 3.710 -5.141
N 0.244 4.636 -4.854
C -0.334 5.506 -5.907
C -1.559 6.096 -5.272
O -2.539 5.109 -5.206
C -3.780 5.539 -4.718
H -0.592 1.114 -1.980
H 1.150 1.492 -1.926
H 0.458 0.266 -3.052
H 2.224 2.026 -4.154
H 1.907 3.321 -3.094
H 1.170 3.079 -6.020
H 2.235 4.351 -5.312
H -0.527 4.068 -4.482
H -0.504 4.982 -6.836
H 0.331 6.326 -6.100
H -1.919 6.954 -5.851
H -1.324 6.479 -4.316
H -3.868 5.658 -3.650
H -4.516 4.776 -4.979
H -4.178 6.544 -5.112
C 8.010 -6.784 2.076
O 7.157 -5.600 2.040
C 5.832 -5.884 2.454
C 4.973 -4.702 1.854
N 4.897 -4.834 0.368
C 4.152 -3.741 -0.244
C 4.007 -4.076 -1.743
O 5.338 -4.278 -2.181
C 5.337 -4.648 -3.552
H 9.000 -6.421 1.769
H 7.658 -7.449 1.336
H 8.045 -7.170 3.114
H 5.726 -5.884 3.543
H 5.449 -6.790 2.007
H 5.499 -3.811 2.213
H 3.965 -4.768 2.282
H 5.828 -4.624 0.085
H 4.688 -2.815 -0.138
H 3.144 -3.701 0.175
H 3.536 -3.313 -2.326
H 3.491 -5.055 -1.845
H 4.675 -5.517 -3.713
H 6.358 -4.903 -3.762
H 4.958 -3.876 -4.186
O 1.755 -1.552 -0.863
H 0.999 -2.073 -1.189
H 1.281 -1.079 -0.119
O -1.971 0.576 2.168
H -1.344 1.096 2.713
H -2.565 1.208 1.743
O 0.685 0.139 1.041
H -0.292 0.284 1.081
H 1.114 -0.221 1.871
O 2.809 -0.559 -3.419
H 3.791 -0.659 -3.376
H 2.468 -0.968 -2.585



13
Properties=species:S:1:pos:R:3 method="wB97M-V/def2-TZVPD" e_lumo_ev=-0.2 smiles="C1=CC=NNC=C1" homo_lumo_gap_ev=6.96
C -1.064 -0.967 -0.218
C -0.033 -1.491 0.508
C 1.281 -0.845 0.737
N 1.624 0.414 0.664
N 0.848 1.460 0.235
C -0.253 1.403 -0.603
C -1.178 0.360 -0.785
H -1.951 -1.565 -0.316
H -0.132 -2.510 0.867
H 2.044 -1.495 1.126
H 1.210 2.353 0.430
H -0.427 2.279 -1.218
H -1.969 0.605 -1.427



28
Properties=species:S:1:pos:R:3 method="wB97M-V/def2-TZVPD" e_lumo_ev="-4.9 / -7.0" charge=+1 multiplicity=5 homo_lumo_gap_ev="7.56 / 5.34"
Ru 0.109 -1.228 -0.002
I 2.700 -1.232 -0.002
C 2.700 0.950 -0.001
C 3.876 1.651 -0.001
C 3.815 3.050 -0.001
C 2.601 3.691 -0.001
C 1.391 2.966 -0.001
C 0.133 3.605 -0.001
C -1.031 2.875 -0.001
C -0.996 1.475 -0.002
C 0.209 0.787 -0.002
C 1.425 1.538 -0.001
H 4.826 1.141 -0.001
H 4.735 3.611 -0.001
H 2.559 4.769 -0.001
H 0.097 4.685 -0.001
H -1.986 3.377 -0.001
H -1.939 0.937 -0.001
O -4.291 -5.612 0.007
C -3.456 -4.780 0.005
C -1.915 -5.031 0.003
O -1.420 -6.114 0.004
C -1.323 -3.681 0.000
C -2.328 -2.660 0.001
O -1.928 -1.457 0.000
C -3.676 -3.232 0.003
O -4.765 -2.741 0.004
O -0.122 -3.339 -0.002



17
Properties=species:S:1:pos:R:3 method="wB97M-V/def2-TZVPD" e_lumo_ev=0.5 smiles="C=C1CN[C@@H]2C[C@@]12S" homo_lumo_gap_ev=8.79
C 1.963 0.895 0.744
C 0.920 0.334 0.076
C 0.873 -0.344 -1.306
N -0.327 -1.240 -1.303
C -0.668 -1.186 0.075
C -1.573 -0.703 1.179
C -0.562 0.309 0.479
S -1.295 1.453 -0.741
H 1.935 1.542 1.692
H 2.960 1.074 0.182
H 1.833 -0.851 -1.521
H 0.664 0.469 -2.080
H -1.081 -0.935 -1.874
H 0.062 -1.696 0.671
H -2.638 -0.530 1.151
H -1.140 -1.038 2.230
H -1.925 2.447 0.345



52
Properties=species:S:1:pos:R:3 method="wB97M-V/def2-TZVPD" e_lumo_ev="-6.0 / -10.8" charge=+2 multiplicity=5 homo_lumo_gap_ev="8.29 / 6.56"
C 0.908 -2.157 0.531
H 1.509 -2.220 1.428
H 0.477 -3.063 0.056
H -0.035 -1.874 0.994
C 1.971 -1.687 -0.554
H 1.601 -0.982 -1.321
H 2.806 -1.169 -0.024
C 2.508 -2.986 -1.188
H 3.291 -2.756 -1.899
H 2.916 -3.639 -0.416
H 1.711 -3.507 -1.704
C -1.763 1.408 -0.618
C -1.061 0.791 -1.783
C -1.350 -0.646 -1.753
C -2.201 -0.923 -0.622
C -2.451 0.316 0.089
C -3.301 0.473 1.285
C -2.841 -2.227 -0.328
C -0.946 -1.631 -2.778
C -0.202 1.501 -2.739
C -1.712 2.810 -0.215
Ir -0.463 0.067 -0.071
H -3.097 -2.306 0.728
H -3.772 -2.359 -0.896
H -2.180 -3.049 -0.597
H -3.380 -0.473 1.816
H -2.866 1.214 1.959
H -4.313 0.800 1.026
H -0.771 3.263 -0.527
H -2.534 3.374 -0.650
H -1.787 2.878 0.872
H 0.454 0.784 -3.238
H -0.788 2.020 -3.498
H 0.418 2.238 -2.224
H -0.777 -2.615 -2.325
H -1.715 -1.768 -3.551
H -0.028 -1.318 -3.280
C 1.667 3.230 0.885
C 2.117 1.834 0.523
O 1.374 0.761 1.185
C 1.382 0.942 2.626
C 1.642 -0.379 3.326
H 0.593 3.281 1.107
H 1.887 3.899 0.044
H 2.251 3.592 1.740
H 1.978 1.656 -0.555
H 3.159 1.666 0.817
H 2.166 1.679 2.867
H 0.403 1.369 2.912
H 2.609 -0.802 3.020
H 1.680 -0.199 4.403
H 0.854 -1.111 3.118



14
Properties=species:S:1:pos:R:3 method="wB97M-V/def2-TZVPD" e_lumo_ev=-3.3 charge=+1 homo_lumo_gap_ev=10.33
C 0.700 0.223 0.673
C -0.069 1.283 0.506
N -0.156 2.250 1.509
N 0.953 -0.746 -0.422
H 1.182 -0.055 1.588
H -0.397 1.484 -0.519
H 0.609 2.910 1.539
H -1.025 2.766 1.503
H 1.762 -1.355 -0.283
H 1.109 -0.211 -1.283
H 0.126 -1.339 -0.642
H -1.957 -1.758 -1.104
H -1.618 -3.108 -1.745
O -1.219 -2.344 -1.320



12
Properties=species:S:1:pos:R:3 method="wB97M-V/def2-TZVPD" e_lumo_ev="-0.5 / -1.6" multiplicity=3 homo_lumo_gap_ev="8.05 / 7.28"
C -0.467 -0.082 0.167
C -1.083 -1.163 -0.099
C 1.884 0.020 -0.261
C 0.675 0.737 0.370
N -2.016 -1.954 -0.085
N -3.552 -0.870 0.115
I -3.205 0.992 -0.057
H 1.668 -0.084 -1.273
H 2.007 -1.007 0.194
H 2.907 0.591 -0.106
H 0.528 1.531 -0.369
H 0.654 1.290 1.403



92
Properties=species:S:1:pos:R:3 method="wB97M-V/def2-TZVPD" e_lumo_ev="-8.8 / -8.3" charge=+3 multiplicity=3 homo_lumo_gap_ev="6.36 / 6.90"
W 1.202 -0.982 -0.359
O -0.250 -0.935 0.991
P -1.061 0.268 1.592
C -0.992 1.543 0.374
P -1.026 1.052 -1.383
O -0.134 -0.279 -1.568
C -2.688 0.646 -1.895
C -3.287 -0.475 -1.328
C -4.631 -0.692 -1.434
C -5.359 0.132 -2.306
C -4.775 1.179 -2.956
C -3.431 1.470 -2.699
C -0.337 2.278 -2.490
C -0.298 2.034 -3.856
C 0.150 3.015 -4.733
C 0.563 4.273 -4.223
C 0.534 4.475 -2.871
C 0.163 3.481 -1.975
C -0.435 0.782 3.135
C 0.911 1.002 3.369
C 1.465 1.155 4.635
C 0.613 1.104 5.701
C -0.739 0.923 5.541
C -1.287 0.753 4.216
C -2.815 -0.121 1.787
C -3.230 -1.364 2.175
C -4.569 -1.618 2.252
C -5.517 -0.651 1.922
C -5.083 0.675 1.723
C -3.740 0.940 1.717
H -0.032 2.008 0.633
H -1.864 2.182 0.466
H -2.576 -1.118 -0.791
H -5.132 -1.544 -1.051
H -6.414 -0.072 -2.372
H -5.255 1.774 -3.713
H -3.021 2.366 -3.146
H -0.730 1.161 -4.296
H 0.104 2.797 -5.812
H 0.897 5.021 -4.939
H 0.852 5.470 -2.533
H 0.074 3.669 -0.942
H 1.678 1.058 2.598
H 2.559 1.259 4.857
H 1.008 1.143 6.685
H -1.365 0.835 6.424
H -2.380 0.494 4.110
H -2.525 -2.144 2.354
H -4.945 -2.606 2.385
H -6.569 -0.959 1.935
H -5.770 1.494 1.639
H -3.385 1.978 1.625
C 4.661 -2.572 -2.637
C 3.166 -2.306 -2.576
O 2.746 -1.466 -1.648
N 2.301 -2.948 -3.343
C 0.849 -2.812 -3.350
C 0.254 -3.568 -2.189
C -0.559 -4.646 -2.432
C -1.224 -5.338 -1.452
C -1.043 -4.842 -0.151
C -0.369 -3.652 0.007
N 0.326 -3.014 -0.974
H 5.220 -1.622 -2.741
H 4.943 -3.232 -3.532
H 5.047 -3.002 -1.736
H 2.729 -3.593 -4.026
H 0.549 -3.285 -4.276
H 0.587 -1.742 -3.354
H -0.712 -4.948 -3.429
H -1.812 -6.226 -1.655
H -1.397 -5.379 0.688
H -0.207 -3.359 1.040
O 2.024 2.263 0.384
B 2.363 0.880 0.252
O 3.585 0.730 0.949
C 3.932 1.895 1.574
C 5.050 2.164 2.350
C 5.017 3.380 3.016
C 3.996 4.320 2.766
C 2.970 4.106 1.851
C 2.927 2.817 1.301
H 5.996 1.525 2.424
H 5.815 3.592 3.724
H 4.146 5.281 3.252
H 2.248 4.856 1.540
C 3.156 -3.150 1.287
O 2.638 -1.824 0.956
H 3.523 -3.233 2.263
H 3.851 -3.420 0.516
H 2.272 -3.822 1.152
H 3.312 -1.136 1.036